14
Properties=species:S:1:pos:R:3:forces:R:3 method="wB97M-V/def2-TZVPD" total_charge=-1 lumo_energy_ha=0.1304 e_above_lowest_kj_mol=307.2 homo_lumo_gap_ev=6.6
C -0.416532 0.547562 0.010423 -0.0271 0.1063 0.1831
C -0.373428 -0.734491 0.826325 -0.4515 -0.2451 0.0281
C 0.701341 0.623332 -0.999561 -0.2159 -0.4839 -0.5971
N -1.175448 -0.548012 -2.660112 -1.3031 0.2919 -0.8312
O -2.048961 -1.896185 -1.044540 -1.4909 0.4680 -0.9241
P -0.930141 -2.282606 -0.134319 1.3692 -0.7640 1.7971
S 0.273138 -0.629738 -2.406132 1.3623 0.7013 0.3904
H -1.363466 0.553748 -0.546718 0.0339 0.1188 0.0204
H -0.401611 1.426604 0.669663 -0.0153 0.0136 -0.0906
H 0.629111 -0.926728 1.219660 0.0963 -0.0627 0.0568
H -1.051643 -0.643042 1.687939 0.0984 -0.0408 -0.1152
H 0.759534 1.608470 -1.466908 0.0855 -0.0120 -0.0830
H 1.674290 0.331045 -0.608758 0.1674 0.0127 0.1455
H 0.272498 -2.231261 -0.965207 0.2908 -0.1040 0.0198

---

95
Properties=species:S:1:pos:R:3:forces:R:3 method="wB97M-V/def2-TZVPD" total_charge=+1 lumo_energy_ha="-0.1331 / -0.2067" e_above_lowest_kj_mol=0.0 homo_lumo_gap_ev="7.0 / 5.6" multiplicity=5
Pt -0.587461 3.425857 -0.401472 0.1897 2.9590 -0.2298
Sr 1.630201 2.288079 3.143849 0.1511 0.7877 -1.2882
Pd -1.683326 -0.820440 2.667751 -1.1072 0.6357 -0.3580
B -2.714139 3.369133 0.742181 0.2769 0.8109 0.5523
H -3.765326 3.212814 0.928707 -3.9018 -0.7906 0.0207
H -2.531443 4.347579 0.325637 0.1836 3.7375 -1.4833
H -2.193435 3.298476 1.684586 1.8320 0.0895 3.8889
H -2.272723 2.556916 0.185675 1.2267 -3.6932 -2.7243
B 0.509929 5.314430 0.649363 1.3990 -0.5011 1.2651
H 0.982392 6.263414 0.448225 1.3351 3.4174 -1.0710
H -0.365014 5.270653 0.019443 -4.3112 -0.4333 -3.2379
H 1.261927 4.558338 0.484858 3.1133 -2.9417 -0.5501
H 0.144161 5.279867 1.663890 -1.3584 -0.1892 4.0339
B 0.146064 0.231838 4.081559 0.1817 -1.0182 0.0755
H -0.068863 -0.669599 4.634247 -0.1567 -3.5215 1.7154
H -0.777338 0.638926 3.699656 -3.9746 2.2719 -1.3484
H 0.610939 0.924543 4.765870 1.1974 2.8198 2.9013
H 0.763281 0.192156 3.197409 2.7280 -1.1743 -3.2374
S 0.151634 0.824631 0.322624 0.5099 -0.5314 -2.0878
O 1.397079 0.127604 0.010126 -0.0185 -0.1502 -0.0484
O -0.394342 1.422647 -0.877551 -1.5171 -2.2680 -2.8742
O -0.755581 -0.052041 1.007279 -0.8224 -0.9655 -0.2794
O 0.407429 2.041229 1.061209 1.3518 1.8564 3.8919
C 1.883391 1.537751 -3.187142 0.2747 0.2081 -0.6936
C 1.035362 2.800645 -3.099081 0.5643 -0.7556 -1.0097
O 1.281723 3.529071 -1.930944 -0.3386 0.0451 1.6180
H 2.930813 1.815874 -3.304007 0.1134 -0.1789 -0.0432
H 1.563884 0.999729 -4.079638 0.1681 -0.0034 -0.2269
H 1.815732 0.809572 -2.378882 -0.3042 0.5092 0.2599
H -0.001259 2.482281 -3.209324 -0.1359 0.5685 0.3159
H 1.291548 3.536202 -3.861595 -0.2605 -0.6706 -0.8506
H 1.980277 4.166766 -2.095147 -0.0818 0.2136 0.3048
C -1.815231 -0.677836 -5.406095 -0.4197 -1.1602 -0.5689
C -1.619799 -0.231634 -4.000473 0.8790 -0.2163 -1.1330
O -1.988491 1.129525 -4.073987 0.0056 0.1915 1.2143
H -2.890165 -0.623757 -5.578374 0.1001 0.0323 -0.6333
H -1.475977 -1.700074 -5.573552 -0.1479 -0.2037 0.1492
H -1.238054 -0.081225 -6.112519 -0.2805 0.3114 0.1364
H -0.560988 -0.391356 -3.796708 0.2577 0.3813 0.6480
H -2.195236 -0.840990 -3.303578 -0.2449 0.2353 0.1557
H -2.035958 1.432847 -3.164406 -0.0957 0.4392 0.1505
C 3.678533 -3.442709 2.188888 0.2529 2.0105 -0.5047
C 3.155047 -2.005997 1.748825 -0.0472 -1.1254 0.9403
O 1.995137 -2.108427 0.994340 -1.6078 -1.8716 -0.2314
H 4.739538 -3.200527 2.249720 0.2811 -0.9005 -0.0217
H 3.451997 -4.188108 1.426544 0.2549 0.2023 -0.1196
H 3.391729 -3.841017 3.162127 -0.4367 0.4411 -0.0176
H 3.894088 -1.482076 1.142661 0.3814 -0.1810 0.1033
H 2.883210 -1.390065 2.606046 0.5723 0.0916 0.5474
H 1.660901 -1.244796 0.741304 0.2288 0.5028 -0.2866
C 4.683394 1.456753 -0.755784 -0.2693 1.1248 -0.6086
C 4.552518 1.487716 0.737849 0.4916 -0.6086 0.4612
O 3.163592 1.649957 1.077956 0.7088 0.6181 1.6507
H 5.677233 1.479546 -1.202845 0.2025 -0.0322 0.5607
H 4.191933 2.387762 -1.038262 -0.0680 -0.0059 -0.6328
H 4.163752 0.628308 -1.237196 -0.1401 -0.1313 0.2876
H 5.057280 2.300547 1.259977 0.1407 0.2451 -0.5014
H 4.991931 0.584516 1.161230 -0.3527 -0.3101 0.2954
H 2.616766 1.063257 0.550348 -0.2827 -0.4567 -0.6204
C -1.091082 -4.782043 1.423117 -0.5535 -0.3432 -2.1433
C -0.429475 -3.928397 2.410360 -0.3052 -1.2592 2.7624
O -0.423025 -2.544480 2.211309 -1.1564 0.5151 -0.0222
H -1.272763 -5.802965 1.758983 1.0424 -0.1858 0.0903
H -0.519263 -4.696210 0.499130 -0.2865 -0.6752 -0.3514
H -2.133572 -4.548935 1.206429 -0.0050 0.9220 -0.0165
H 0.624324 -4.144156 2.586576 -0.0618 -0.7283 -0.1063
H -0.979993 -4.199200 3.311314 0.3394 0.7227 0.7410
H 0.401043 -2.424870 1.733596 1.1461 1.0613 -0.6179
C -4.682555 1.885645 3.851193 -0.9279 1.1077 1.4447
C -4.624092 0.986323 2.670318 0.6981 0.9871 0.4807
O -3.220164 0.939787 2.259057 -0.9567 -2.2016 0.8515
H -5.699538 1.928316 4.241097 -0.2878 -0.1966 -0.0252
H -4.451056 2.940209 3.701502 0.3959 -0.1464 -0.5039
H -4.094392 1.538073 4.700520 0.2742 -0.1969 -0.1658
H -5.236835 1.398658 1.868673 0.1587 -0.2482 -0.2335
H -5.054485 0.052780 3.032723 0.6224 -0.5787 -0.6976
H -3.092847 1.689116 1.672620 0.5085 0.8305 -0.4513
C 2.744812 -3.392672 -3.508925 -0.3317 1.7333 0.7394
C 2.069619 -2.175280 -2.739287 0.4079 -1.2260 -0.4238
O 2.976715 -1.564343 -1.850859 0.9720 0.3455 -0.0718
H 3.628306 -3.132692 -4.091986 0.1154 0.5344 0.2809
H 2.080653 -3.801680 -4.270313 -0.3153 -0.3718 0.5423
H 3.075600 -4.060060 -2.713140 -0.2578 -0.4617 -0.3753
H 1.306289 -2.555122 -2.060203 -0.6296 -0.4686 -0.5260
H 1.634252 -1.403431 -3.373958 -0.0664 -0.2106 -0.4591
H 2.414767 -1.050045 -1.266636 0.1890 0.0995 0.2065
C -3.304650 -2.362245 -0.972413 -0.2558 -1.2334 -2.0463
C -3.583380 -1.257605 -0.042579 -1.0002 0.1339 0.2437
O -3.324754 -1.698041 1.300965 1.3546 0.4796 1.1649
H -3.906501 -3.250694 -0.781262 -0.1082 -0.0224 0.3555
H -2.295290 -2.730660 -1.155585 0.3550 0.4527 0.7536
H -3.611386 -2.085576 -1.981111 -0.2367 0.2927 -0.0972
H -4.643750 -1.005655 -0.027736 -0.1532 -0.0310 -0.4125
H -3.097507 -0.323247 -0.323640 0.5640 -0.1633 0.7278
H -3.990221 -2.313685 1.616755 -0.1203 -0.0363 -0.2607

---

11
Properties=species:S:1:pos:R:3:forces:R:3 method="wB97M-V/def2-TZVPD" total_charge=0 lumo_energy_ha=0.0062 e_above_lowest_kj_mol=516.3 homo_lumo_gap_ev=8.8
C -0.532212 0.628967 0.053773 -0.3986 1.0455 1.6782
C 1.318563 0.419999 -0.506567 -5.9342 1.1892 0.2629
C 1.893520 -0.587260 0.013727 0.9099 -0.4858 -0.0357
C -1.920614 0.383880 0.249103 4.6947 -0.9376 -3.9273
N 2.430481 -1.632599 0.292666 -1.2773 -0.1760 -3.2253
O -2.664136 -0.447983 -0.556895 1.2760 -0.4481 0.5227
H -0.337909 1.519242 0.656444 0.2376 -0.2731 0.0847
H -2.489608 1.092789 0.763002 -0.7359 0.7929 1.0139
H 1.438189 1.356684 -1.013137 0.8188 -0.2500 0.0315
H 2.817563 -1.847581 1.125427 1.4570 -0.4962 3.4476
H -1.953837 -0.886140 -1.077544 -1.0479 0.0392 0.1470

---

40
Properties=species:S:1:pos:R:3:forces:R:3 method="wB97M-V/def2-TZVPD" total_charge=+1 lumo_energy_ha="-0.1138 / -0.2606" homo_lumo_gap_ev="4.9 / 3.3" multiplicity=5
C -2.482559 0.430670 0.044529 -0.1323 -0.5164 0.1732
C -1.536381 0.584699 1.240623 -0.0384 0.1697 -0.1354
N -0.272868 -0.162226 1.071754 -0.2576 -0.9552 -1.4526
C 0.561488 -0.609486 2.190450 0.0912 0.1818 -0.5432
C 1.627159 -1.420260 1.436017 0.0563 0.1275 1.1346
N 1.229260 -1.495991 0.083739 0.4005 -0.4197 -0.7304
C 0.152446 -0.799633 -0.107815 -2.0350 1.7741 0.9228
S -0.689885 -0.684675 -1.667552 1.1926 -0.5165 0.6899
C -1.753443 0.685757 -1.268654 -0.3423 0.8162 0.4453
H -2.869769 -0.595641 0.026209 -0.0247 0.1692 0.0413
H -3.362383 1.081290 0.152134 0.4672 0.0073 0.1294
H -1.277541 1.638068 1.383676 0.0856 -0.0260 0.0262
H -2.008116 0.247921 2.169025 0.1196 -0.0667 -0.1144
H 0.968959 0.241906 2.745461 -0.1515 -0.0711 -0.0744
H -0.037144 -1.228893 2.866606 -0.0128 0.1007 -0.0420
H 2.610163 -0.930671 1.484681 0.0048 -0.2312 -0.0239
H 1.733664 -2.434350 1.847585 0.1841 0.1212 -0.1509
H -2.446610 0.865793 -2.094402 0.1718 -0.3595 0.0152
H -1.132265 1.579586 -1.187455 -0.0306 0.0686 -0.0898
O 1.752929 -8.995633 0.598323 0.0893 0.3411 -0.1146
C 1.675145 -7.929388 0.209359 -0.2609 -2.0327 0.5788
Fe 1.595873 -6.170449 -0.451555 -1.0325 0.1081 2.6359
C -0.281443 -6.157105 -0.449026 -1.5709 -0.4030 -0.1192
O -1.419015 -6.130159 -0.464564 0.0771 0.1442 -0.0031
C 1.623185 -5.480897 1.279762 -0.0112 0.0366 0.3598
O 1.661367 -5.038627 2.328026 -0.0340 0.1184 0.1001
C 1.645801 -4.162299 -1.414475 0.7891 0.7813 -0.1553
C 2.820877 -3.943809 -0.666666 -1.0487 0.9509 -0.9115
C 3.793217 -4.883875 -0.331110 1.1776 -1.4642 -0.2776
C 3.799988 -6.244275 -0.700068 0.9026 0.8868 0.1636
C 3.103663 -6.908899 -1.748817 0.8396 -0.3270 -1.7205
C 2.009250 -6.430809 -2.514105 0.4681 0.0349 0.2459
C 1.315997 -5.208644 -2.317175 0.0570 0.7076 -1.6406
H 0.937032 -3.328863 -1.393471 0.1912 -0.3893 -0.0648
H 2.909413 -2.966775 -0.205000 0.0022 -0.2504 -0.1006
H 4.564955 -4.566942 0.364531 -0.1400 -0.1469 0.0532
H 4.541326 -6.862544 -0.182718 -0.2717 0.1995 -0.1960
H 3.445042 -7.924657 -1.973561 -0.2418 0.3863 0.1214
H 1.649930 -7.078629 -3.319866 -0.0802 0.0818 0.5491
H 0.410429 -5.058068 -2.914030 0.3493 -0.1380 0.2751